Below is CH3F2N as an isolated structure in a non-equilibrium geometry, with properties calculated with ωB97M-V/def2-TZVPD.

Last column: Mulliken charge in e.
Element x y z (Å)
F 0.499 0.488 2.313  -0.42
F 2.087 -0.573 -0.214  -0.14
N 0.103 -0.188 0.826  0.02
C 0.781 -0.666 -0.081  0.23
H -1.359 0.770 -2.274  0.24
H -1.161 0.259 -1.575  -0.25
H -0.951 -0.090 1.005  0.31

HOMO energy (spin up / spin down) = -10.50 / -10.50 eV
ΔE to the lowest compared entry with this formula, charge and spin = 541.70 kJ/mol
LUMO energy (spin up / spin down) = -0.9 / -0.9 eV
Kohn-Sham gap (spin up / spin down) = 9.591 / 9.593 eV
charge = 0
E_tot = -294.1790 Ha